DFT (ωB97M-V/def2-TZVPD) results for the molecule C2H4N4.

- relative energy (zero: lowest compared OMol25 entry of this formula, charge and spin) (kJ/mol) = 155.6
- total charge = 0
- M (g/mol) = 84.1
- multiplicity = 1
- SMILES = Nc1nc[nH]n1
- max |F| (eV/A) = 2.35
- energy (eV) = -8097.7010
- HOMO-LUMO gap (eV) = 10.18

Positions of all 10 atoms, in Å:
N  -0.233  1.995  -0.291
C  -0.152  0.600  -0.359
N  -0.454  0.026  0.842
C  -0.145  -1.229  0.727
N  0.236  -1.634  -0.468
N  0.204  -0.235  -1.337
H  -0.167  2.303  0.678
H  0.219  2.631  -0.932
H  -0.149  -1.853  1.610
H  0.642  -2.605  -0.470